{"formula": "C17H30Br2F3N2O5PS2Si", "method": "the ωB97M-V functional and the def2-TZVPD basis", "smiles": "O=P(O)(O)C[Si@@](O)(CCCSC(=S)N1CCOCC1)CC[C@@](F)(Br)C(F)(F)Br.CCCC#N", "gap_ev": 7.67, "max_force_ev_per_a": 4.12, "spin_multiplicity": 1, "e_homo_ev": -8.7, "energy_ha": -8026.35740, "species": ["O", "P", "O", "O", "C", "Si", "O", "C", "C", "C", "S", "C", "S", "N", "C", "C", "O", "C", "C", "C", "C", "C", "F", "Br", "C", "F", "F", "Br", "H", "H", "H", "H", "H", "H", "H", "H", "H", "H", "H", "H", "H", "H", "H", "H", "H", "H", "H", "H", "H", "H", "H", "C", "C", "C", "C", "N", "H", "H", "H", "H", "H", "H", "H"], "coordinates": [[-1.42091, 3.38273, -1.75080], [-1.01423, 2.72773, -0.45034], [0.30791, 3.62553, 0.14558], [-2.26687, 2.98259, 0.67159], [-0.43296, 0.96099, -0.55822], [-0.64592, 0.07465, -2.23456], [-0.82975, 1.08069, -3.60936], [0.99496, -0.91697, -2.52927], [1.21926, -2.09013, -1.48321], [2.15744, -1.72238, -0.25890], [2.08499, -3.04973, 1.06807], [0.42977, -2.97624, 1.87837], [-0.81756, -3.84285, 1.15849], [0.30279, -2.20948, 3.10609], [-0.75568, -2.73151, 3.99637], [-2.20869, -2.11326, 3.72518], [-2.24349, -1.27064, 2.54460], [-1.31558, -0.20327, 2.86249], [0.18029, -0.75305, 2.86206], [-2.06485, -1.21667, -2.26806], [-3.48446, -0.65209, -1.81478], [-4.47911, -0.31632, -3.00217], [-3.96950, -0.55600, -4.28144], [-6.11088, -1.45034, -2.73012], [-5.00578, 1.19782, -2.98978], [-5.97461, 1.29146, -1.98189], [-3.96915, 2.05891, -2.66840], [-5.68803, 1.77304, -4.75638], [0.91771, 3.02688, 0.62342], [-2.64064, 2.10463, 0.87441], [0.64279, 0.90988, -0.22248], [-1.03773, 0.36177, 0.20769], [-0.04728, 1.65633, -3.66567], [0.95457, -1.26441, -3.61252], [1.81710, -0.12128, -2.48932], [0.27813, -2.54874, -1.06919], [1.75163, -2.92838, -2.04396], [1.89972, -0.76033, 0.26901], [3.24626, -1.67270, -0.56883], [-0.47224, -2.42854, 5.05950], [-0.80324, -3.86390, 4.01516], [-2.89272, -2.99087, 3.49258], [-2.66217, -1.59411, 4.62090], [-1.46484, 0.70465, 2.19512], [-1.55527, 0.09952, 3.93445], [0.72835, -0.21955, 3.70401], [0.68129, -0.42524, 1.90488], [-2.05122, -1.71408, -3.27869], [-1.79450, -2.03182, -1.51593], [-3.38024, 0.24761, -1.13049], [-3.96165, -1.45868, -1.17298], [5.52186, 3.18791, 0.07020], [5.67312, 1.73348, 0.50383], [4.38274, 0.92602, 0.34095], [3.29850, 1.52027, 1.18056], [2.45691, 1.98803, 1.83433], [4.78714, 3.71627, 0.68218], [6.47137, 3.71602, 0.17597], [5.21025, 3.25496, -0.97582], [5.99712, 1.70612, 1.54808], [6.46248, 1.26505, -0.08971], [4.54368, -0.10889, 0.65098], [4.06165, 0.92091, -0.70387]], "nbo_charge": [-1.059, 2.260, -0.965, -0.940, -1.362, 1.922, -1.049, -0.900, -0.444, -0.499, 0.196, -0.067, 0.020, -0.491, -0.263, -0.103, -0.532, -0.092, -0.250, -0.907, -0.469, 0.297, -0.340, 0.015, 0.596, -0.337, -0.317, 0.049, 0.501, 0.484, 0.287, 0.276, 0.493, 0.255, 0.216, 0.228, 0.223, 0.203, 0.231, 0.205, 0.238, 0.211, 0.181, 0.189, 0.177, 0.216, 0.214, 0.271, 0.250, 0.223, 0.251, -0.615, -0.384, -0.513, 0.333, -0.394, 0.217, 0.223, 0.207, 0.213, 0.215, 0.258, 0.247]}


{"formula": "C19H31NO3", "method": "the ωB97M-V functional and the def2-TZVPD basis", "gap_ev": 9.21, "max_force_ev_per_a": 18.39, "spin_multiplicity": 1, "e_homo_ev": -8.6, "energy_ha": -1022.49755, "species": ["O", "C", "O", "C", "H", "C", "O", "H", "C", "N", "C", "C", "C", "C", "C", "H", "H", "H", "H", "H", "H", "H", "H", "H", "H", "H", "H", "H", "H", "C", "C", "C", "C", "C", "C", "C", "C", "H", "H", "C", "H", "H", "H", "H", "H", "C", "H", "H", "H", "H", "H", "H", "H", "H"], "coordinates": [[-0.04701, -0.01857, -2.11947], [-0.36763, 0.52712, -1.22741], [0.24368, 1.67310, -0.67390], [1.37258, 1.99182, -1.24090], [1.73287, 1.06724, -2.02579], [2.25479, 2.28981, -0.04877], [1.84618, 3.46248, 0.68199], [1.03651, 3.48987, 0.77414], [2.41217, 1.30057, 0.88659], [3.17096, 0.00078, 0.63126], [2.30254, -0.75397, -0.04971], [2.93346, -2.21622, -0.00390], [4.47825, -2.43324, -0.57118], [5.23865, -1.03856, 0.27171], [4.44812, 0.17410, -0.04945], [4.90739, 0.95401, 0.74280], [4.46160, 0.29832, -0.94056], [6.18194, -1.07769, -0.10554], [5.41512, -1.24648, 1.23359], [4.93619, -3.15732, -0.18870], [4.36938, -2.06197, -1.62369], [2.33636, -2.98047, -0.26381], [3.06876, -2.44750, 1.21600], [1.29200, -0.93572, 0.53098], [2.26689, -0.56850, -1.38821], [3.11690, 1.76389, 1.78653], [1.48234, 0.84088, 1.36413], [3.31728, 2.74418, -0.59436], [1.03588, 2.88691, -1.69682], [-1.78428, 0.13750, -0.44897], [-2.21823, -1.13620, -0.95472], [-3.60234, -1.60879, -0.38476], [-3.41279, -1.44382, 1.28169], [-3.06203, -0.18839, 1.62139], [-4.13748, 0.85482, 1.16022], [-4.18860, 1.02139, -0.32545], [-2.86322, 1.17055, -1.18247], [-2.59831, 2.20313, -0.48173], [-2.99010, 1.14694, -2.08170], [-4.75065, -0.47471, -0.65367], [-4.65797, -0.75597, -1.67309], [-5.74004, -0.77490, -0.06273], [-5.08764, 1.48251, -0.68612], [-3.87941, 1.79873, 1.46695], [-5.16880, 0.75160, 1.55249], [-1.53923, 0.21929, 0.99009], [-1.31784, 1.18763, 1.32424], [-0.79475, -0.55286, 1.39903], [-2.91868, 0.10508, 2.62912], [-2.82436, -2.12662, 1.66870], [-4.36949, -1.68925, 1.68424], [-3.83386, -2.56030, -0.58675], [-2.10877, -1.26233, -2.08993], [-1.39529, -2.03389, -0.47361]], "nbo_charge": [-0.545, 0.854, -0.568, -0.113, 0.213, 0.029, -0.688, 0.442, -0.245, -0.470, -0.208, -0.387, -0.372, -0.366, -0.200, 0.199, 0.159, 0.191, 0.193, 0.184, 0.201, 0.189, 0.167, 0.222, 0.130, 0.217, 0.221, 0.182, 0.196, -0.115, -0.411, -0.180, -0.414, -0.198, -0.416, -0.226, -0.328, 0.200, 0.174, -0.424, 0.202, 0.210, 0.225, 0.196, 0.218, -0.419, 0.220, 0.220, 0.216, 0.197, 0.199, 0.200, 0.241, 0.183]}


{"formula": "C7H10N2O3Tc", "method": "the ωB97M-V functional and the def2-TZVPD basis", "gap_ev": [8.31, 7.12], "max_force_ev_per_a": 4.37, "s2": 3.77, "spin_multiplicity": 4, "e_homo_ev": [-7.7, -8.2], "energy_ha": -688.48668, "species": ["C", "C", "C", "C", "C", "Tc", "N", "C", "C", "H", "H", "H", "H", "H", "H", "H", "H", "H", "H", "O", "N", "O", "O"], "coordinates": [[-0.87054, 0.75735, -1.58553], [0.48041, 0.70379, -2.00477], [1.21184, 1.69303, -1.27185], [0.29252, 2.34650, -0.38541], [-0.99504, 1.75448, -0.57954], [0.44559, 0.32608, 0.17899], [-0.95091, -0.83711, 0.67591], [-0.40183, -2.06341, 0.08910], [0.97077, -1.59639, -0.50296], [2.27086, 1.87473, -1.35398], [0.87919, 0.05334, -2.76940], [0.53786, 3.12031, 0.34193], [-1.91882, 2.05952, -0.09988], [-1.69043, 0.16866, -2.01261], [1.08524, -1.76164, -1.57864], [-1.11642, -2.44848, -0.68868], [-1.81259, -0.95838, 1.26372], [1.83855, -2.03597, -0.03708], [-0.25744, -2.74886, 0.96968], [-0.54678, 0.91099, 3.38572], [-0.08322, -0.10525, 2.88651], [-0.47756, -1.26333, 3.06444], [1.10877, 0.05004, 2.01432]], "nbo_charge": [-0.214, -0.223, -0.330, -0.297, -0.283, 0.973, -0.713, -0.248, -0.607, 0.262, 0.256, 0.269, 0.262, 0.258, 0.198, 0.187, 0.403, 0.227, 0.212, -0.361, 0.700, -0.378, -0.552]}


{"formula": "C6H11NO3", "method": "the ωB97M-V functional and the def2-TZVPD basis", "gap_ev": 5.65, "max_force_ev_per_a": 5.78, "spin_multiplicity": 1, "e_homo_ev": -9.1, "energy_ha": -515.36637, "species": ["C", "C", "C", "C", "C", "C", "H", "H", "H", "H", "H", "H", "H", "H", "H", "H", "H", "N", "O", "O", "O"], "coordinates": [[-0.18551, -0.15882, 0.89252], [0.61994, 0.99355, 1.14608], [1.66611, 1.16582, 0.07769], [1.21588, 0.69910, -1.32912], [-1.02396, -0.10482, -0.49837], [-2.28416, -0.93769, -0.62997], [-0.38603, -2.22224, 2.34285], [-0.96402, -0.29856, 1.80606], [-0.21009, 1.85435, 1.38352], [1.09139, 0.77451, 2.04312], [1.99192, 2.27797, 0.13369], [2.77432, 0.67193, 0.29497], [1.01609, 1.72812, -1.84680], [2.20698, -0.04045, -1.90380], [0.05920, -1.03781, -1.83264], [-1.49864, 0.96164, -0.49106], [-1.43844, -1.92999, 0.68920], [-0.08655, -0.02905, -1.61469], [0.69530, -1.38854, 0.90732], [-2.16458, -2.21818, -0.00730], [-3.09516, -0.76082, -1.56325]], "nbo_charge": [0.060, -0.463, -0.452, -0.230, -0.206, 0.758, 0.337, 0.173, 0.222, 0.232, 0.231, 0.229, 0.205, 0.219, 0.370, 0.213, 0.486, -0.608, -0.575, -0.679, -0.523]}


{"formula": "C6H26O10", "method": "the ωB97M-V functional and the def2-TZVPD basis", "smiles": "OCCO.OCCO.OCCO.O.O.O.O", "gap_ev": 9.70, "max_force_ev_per_a": 2.11, "spin_multiplicity": 1, "e_homo_ev": -9.6, "energy_ha": -996.52852, "species": ["O", "C", "C", "O", "H", "H", "H", "H", "H", "H", "O", "C", "C", "O", "H", "H", "H", "H", "H", "H", "O", "C", "C", "O", "H", "H", "H", "H", "H", "H", "O", "H", "H", "O", "H", "H", "O", "H", "H", "O", "H", "H"], "coordinates": [[3.12927, 14.41529, 14.39236], [3.35808, 13.06496, 14.05049], [2.18873, 12.16724, 14.38979], [1.81125, 12.29875, 15.74905], [2.19631, 14.64224, 14.33130], [3.55076, 13.01577, 12.96781], [4.28416, 12.71228, 14.50979], [2.43428, 11.13959, 14.10267], [1.31130, 12.42716, 13.79323], [2.29606, 11.68585, 16.30686], [3.07957, 17.82544, 15.90792], [4.52128, 17.63347, 15.98915], [5.07838, 18.55162, 17.03367], [6.49914, 18.49390, 17.08889], [2.92259, 18.03847, 14.98968], [4.78704, 16.58740, 16.15649], [4.85184, 17.85789, 14.96915], [4.71241, 18.24452, 18.02540], [4.69710, 19.57917, 17.00913], [6.80210, 18.53251, 17.99436], [-1.01832, 13.17121, 16.36716], [-1.70840, 13.51631, 15.18179], [-2.46312, 14.82076, 15.40099], [-1.65856, 15.89137, 15.77398], [-0.07305, 13.32637, 16.24849], [-1.04556, 13.59760, 14.31233], [-2.43637, 12.74900, 14.89543], [-3.24848, 14.68162, 16.16778], [-3.08106, 14.99913, 14.51087], [-1.17925, 15.60674, 16.56072], [3.78316, 15.12005, 19.27711], [2.81617, 15.11188, 19.20951], [3.96623, 14.99042, 20.21341], [0.89962, 17.07215, 18.66143], [0.31379, 16.38557, 18.98888], [0.85513, 16.99042, 17.69430], [0.98063, 14.03041, 19.06018], [0.10934, 13.92120, 19.46166], [1.52280, 13.33636, 19.45709], [1.34667, 15.39321, 16.32800], [2.23412, 15.52009, 15.96746], [1.48564, 14.89923, 17.15044]], "nbo_charge": [-0.734, -0.082, -0.095, -0.734, 0.480, 0.164, 0.177, 0.176, 0.174, 0.477, -0.730, -0.081, -0.087, -0.729, 0.470, 0.182, 0.163, 0.174, 0.167, 0.473, -0.753, -0.087, -0.081, -0.708, 0.504, 0.158, 0.167, 0.149, 0.172, 0.473, -0.953, 0.486, 0.463, -0.953, 0.454, 0.496, -0.968, 0.490, 0.486, -0.986, 0.496, 0.488]}